This record from the OMol25 dataset describes a single C19H23NO5 molecule in a non-equilibrium geometry. The level of theory is ωB97M-V/def2-TZVPD.

Values from the calculation:
DFT total energy: -1168.73855 Ha
Orbital gap: 8.72 eV
Strongest force on any atom: 1.342 eV/A
HOMO level: -8.0 eV
Net charge: 0
E_LUMO: 0.724 eV
Energy above the lowest of the compared OMol25 structures with the same formula, charge and spin: 1.986 eV

Geometry as XYZ:
```
48
C19H23NO5 | the OMol25 dataset | ωB97M-V/def2-TZVPD
C -1.794 1.310 4.846
C -0.475 1.206 5.606
O 0.632 1.637 4.842
C 1.130 0.833 3.858
C 0.730 -0.467 3.587
C 1.329 -1.194 2.567
C 2.335 -0.631 1.798
O 2.991 -1.254 0.767
C 2.533 -2.511 0.337
C 1.114 -2.486 -0.147
C 0.157 -3.463 -0.203
C -0.991 -2.856 -0.753
C -0.658 -1.548 -0.989
C -1.463 -0.449 -1.544
O -2.608 -0.611 -1.929
N -0.834 0.752 -1.530
C -1.376 1.878 -2.243
C -0.719 2.028 -3.636
C -1.556 2.936 -4.546
C -2.554 1.952 -5.171
C -1.913 0.570 -4.929
O -0.655 0.796 -4.313
O 0.628 -1.329 -0.624
C 2.742 0.675 2.073
C 2.151 1.393 3.085
H -1.789 0.669 3.968
H -1.951 2.335 4.521
H -2.615 1.015 5.495
H -0.488 1.884 6.465
H -0.317 0.186 5.978
H -0.049 -0.947 4.158
H 0.986 -2.202 2.389
H 2.635 -3.272 1.125
H 3.206 -2.778 -0.487
H 0.265 -4.482 0.109
H -1.941 -3.308 -0.949
H 0.152 0.764 -1.317
H -1.226 2.793 -1.665
H -2.445 1.684 -2.356
H 0.314 2.371 -3.515
H -0.917 3.374 -5.313
H -2.040 3.736 -3.992
H -3.525 2.012 -4.682
H -2.694 2.146 -6.232
H -1.719 0.022 -5.853
H -2.540 -0.048 -4.274
H 3.529 1.105 1.474
H 2.463 2.402 3.304
```

This record from the OMol25 dataset describes a molecular structure, C28H56P2SiTi in a non-equilibrium geometry. The level of theory is ωB97M-V/def2-TZVPD.

Values from the calculation:
DFT total energy: -2921.89549 Ha
Orbital gap (spin up / spin down): 7.42 / 8.10 eV
Strongest force on any atom: 2.144 eV/A
HOMO level (spin up / spin down): -10.4 / -10.9 eV
Net charge: +1
E_LUMO (spin up / spin down): -2.993 / -2.812 eV
Multiplicity: 2
Energy above the lowest of the compared OMol25 structures with the same formula, charge and spin: 0.000 eV

Geometry as XYZ:
```
88
C28H56P2SiTi | the OMol25 dataset | ωB97M-V/def2-TZVPD
Ti -0.074 -0.123 0.323
C -1.712 1.542 0.136
C -2.172 0.637 -0.876
C -1.991 -0.541 1.125
C -1.694 0.833 1.400
C -2.287 -0.655 -0.296
C -1.725 3.028 -0.010
H -1.365 3.320 -1.009
H -1.093 3.502 0.754
H -2.759 3.404 0.115
C -1.685 1.439 2.750
H -1.467 2.502 2.691
H -0.978 0.947 3.413
H -2.674 1.285 3.195
C -2.158 -1.637 2.116
H -3.234 -1.733 2.331
H -1.620 -1.392 3.038
H -1.796 -2.596 1.720
C -3.075 -1.790 -0.831
H -4.155 -1.632 -0.647
H -2.794 -2.721 -0.321
H -2.898 -1.898 -1.911
C -2.887 1.117 -2.077
H -3.853 1.575 -1.791
H -3.073 0.315 -2.794
H -2.302 1.886 -2.594
C 1.599 0.465 -3.361
C 0.582 1.322 -3.512
C -0.031 1.559 -4.869
C -0.899 0.420 -5.482
C -1.051 -0.867 -4.719
C -0.010 -1.721 -4.618
C 1.321 -1.366 -5.224
C 2.182 -0.252 -4.550
H 0.745 1.800 -5.609
H -0.495 0.215 -6.485
H -0.666 2.454 -4.808
H 2.462 0.461 -5.339
H 1.984 0.219 -2.376
H 0.139 1.835 -2.660
H 3.126 -0.718 -4.241
H 1.945 -2.271 -5.213
H -0.037 -2.632 -4.028
H 1.201 -1.084 -6.280
H -1.906 0.844 -5.617
H -2.003 -1.000 -4.211
P 1.730 1.800 0.599
C 1.430 2.668 2.211
H 2.307 3.285 2.434
H 1.290 1.999 3.064
H 0.533 3.293 2.141
C 3.461 1.249 0.849
H 4.051 2.078 1.261
H 3.880 0.942 -0.117
H 3.534 0.398 1.531
C 1.976 3.282 -0.412
H 2.420 3.022 -1.374
H 2.627 3.987 0.119
H 1.016 3.766 -0.603
P 0.996 -2.404 -0.190
C -0.191 -3.690 -0.707
H 0.352 -4.551 -1.116
H -0.901 -3.310 -1.447
H -0.759 -4.021 0.173
C 2.618 -2.655 -0.996
H 2.544 -2.742 -2.085
H 3.104 -3.541 -0.566
H 3.249 -1.787 -0.770
C 1.442 -3.298 1.339
H 1.653 -4.353 1.132
H 0.586 -3.238 2.012
H 2.311 -2.851 1.823
C -0.238 -0.576 5.321
Si 0.995 -1.322 4.106
C 2.703 -0.689 4.620
C 0.961 -3.181 4.450
C 0.856 -0.603 2.290
H 0.045 -0.982 6.308
H -1.285 -0.854 5.137
H -0.166 0.520 5.386
H 2.873 -0.982 5.668
H 3.499 -1.125 3.995
H 2.758 0.408 4.544
H 0.002 -3.661 4.211
H 1.755 -3.738 3.936
H 1.123 -3.302 5.533
H 0.652 0.484 2.452
H 1.901 -0.644 1.898
```

This record from the OMol25 dataset describes a single CCl3NO5 molecule in a non-equilibrium geometry. The level of theory is ωB97M-V/def2-TZVPD.

Values from the calculation:
DFT total energy: -1849.25691 Ha
Orbital gap: 8.87 eV
Strongest force on any atom: 4.446 eV/A
HOMO level: -11.6 eV
Net charge: 0
E_LUMO: -2.719 eV

Geometry as XYZ:
```
10
CCl3NO5 | the OMol25 dataset | ωB97M-V/def2-TZVPD
O -3.956 -1.120 3.625
N -3.419 -0.013 3.492
O -3.957 1.089 3.650
O -2.085 -0.009 3.246
O -1.778 -0.003 1.669
O -0.369 0.004 1.799
C 0.097 0.004 0.494
Cl 1.866 0.004 0.623
Cl -0.514 -1.444 -0.436
Cl -0.515 1.453 -0.435
```

This record from the OMol25 dataset describes a molecular structure, C10H9CuN2O5Se in a non-equilibrium geometry. The level of theory is ωB97M-V/def2-TZVPD.

Values from the calculation:
DFT total energy: -4913.70308 Ha
Orbital gap (spin up / spin down): 7.49 / 7.08 eV
Strongest force on any atom: 5.324 eV/A
HOMO level (spin up / spin down): -11.3 / -11.5 eV
Net charge: +1
E_LUMO (spin up / spin down): -3.767 / -4.389 eV
Multiplicity: 2
Energy above the lowest of the compared OMol25 structures with the same formula, charge and spin: 1.336 eV

Geometry as XYZ:
```
28
C10H9CuN2O5Se | the OMol25 dataset | ωB97M-V/def2-TZVPD
O -0.682 3.250 -7.357
C -0.696 3.108 -6.216
Cu -0.660 0.950 -2.131
C -0.736 1.472 -0.171
O -1.036 1.954 0.837
C -0.466 -1.000 -1.930
O -0.922 -1.951 -2.407
C 1.229 1.174 -2.583
O 2.285 1.294 -3.047
C -2.600 1.070 -2.749
O -3.742 0.874 -2.683
H -0.788 0.676 -3.667
C 2.858 0.042 2.196
N 1.540 -0.495 2.402
C 0.959 -0.762 3.621
C -0.307 -1.173 3.347
N -0.465 -1.126 1.978
C -1.711 -1.440 1.299
C 0.718 -0.799 1.368
Se 1.351 -0.864 -0.406
H 3.389 0.126 3.156
H 2.776 1.020 1.702
H 3.390 -0.631 1.514
H 1.478 -0.685 4.545
H -1.092 -1.522 3.962
H -1.955 -2.496 1.493
H -2.514 -0.808 1.709
H -1.600 -1.257 0.220
```